(a)
{"formula": "C3H6N2", "method": "ωB97M-V with the def2-TZVPD basis set", "spin_multiplicity": 1, "orbital_gap_ev": [8.427, 8.476], "elements": ["N", "N", "C", "C", "C", "H", "H", "H", "H", "H", "H"], "xyz": [[1.733, 0.302, -0.245], [0.816, 0.890, -0.563], [-2.248, 0.262, 0.022], [-1.213, -0.907, 0.244], [2.707, -0.355, 0.251], [2.963, 0.263, 1.087], [-2.207, 0.655, -0.948], [-0.614, -1.020, -0.667], [3.302, -1.088, -0.292], [-3.300, 0.029, 0.290], [-1.939, 0.969, 0.823]]}

---

(b)
{"formula": "C3H6N2", "method": "ωB97M-V with the def2-TZVPD basis set", "spin_multiplicity": 1, "orbital_gap_ev": 7.614, "elements": ["N", "N", "C", "C", "C", "H", "H", "H", "H", "H", "H"], "xyz": [[-2.659, -1.129, -0.490], [0.179, 0.344, 0.620], [-1.020, 0.827, -0.137], [-1.906, -0.241, -0.375], [1.238, -0.398, -0.129], [2.050, -0.691, 0.545], [0.772, -1.275, -0.580], [-0.699, 1.402, -1.002], [0.603, 1.147, 1.085], [-0.175, -0.248, 1.373], [1.617, 0.261, -0.911]]}

---

Most stable structure, least stable structure: (b), (a).

---

(a)
{"formula": "C3H6N2", "method": "ωB97M-V with the def2-TZVPD basis set", "spin_multiplicity": 1, "smiles": "[H]/N=N/C(=C)C", "orbital_gap_ev": 9.318, "elements": ["N", "N", "C", "C", "C", "H", "H", "H", "H", "H", "H"], "xyz": [[1.000, -1.636, -0.755], [1.346, -0.494, -0.380], [-1.098, -0.309, -0.106], [0.167, 0.436, 0.038], [0.337, 1.565, 0.725], [-1.822, 0.334, -0.430], [1.717, -2.242, -0.961], [-1.526, -0.710, 0.763], [1.282, 2.029, 0.853], [-0.926, -1.038, -0.868], [-0.476, 2.064, 1.122]]}

---

(b)
{"formula": "C3H6N2", "method": "ωB97M-V with the def2-TZVPD basis set", "spin_multiplicity": 1, "smiles": "C=N/N=C\\C", "orbital_gap_ev": 9.989, "elements": ["N", "N", "C", "C", "C", "H", "H", "H", "H", "H", "H"], "xyz": [[-0.051, -0.778, -0.893], [-0.631, -0.337, 0.330], [0.515, -1.916, -0.766], [0.445, 1.921, 0.453], [-0.559, 0.848, 0.747], [0.039, 2.867, 0.889], [1.026, -2.438, -1.598], [1.289, 1.464, 1.043], [0.609, -2.401, 0.248], [-1.411, 1.209, 1.370], [0.818, 1.981, -0.615]]}

---

(c)
{"formula": "C3H6N2", "method": "ωB97M-V with the def2-TZVPD basis set", "spin_multiplicity": 1, "smiles": "C1=NCCN1", "orbital_gap_ev": 9.379, "elements": ["N", "N", "C", "C", "C", "H", "H", "H", "H", "H", "H"], "xyz": [[-0.623, 0.985, 0.297], [1.182, 0.221, -0.850], [-0.607, -0.543, 0.694], [0.414, -1.045, -0.394], [0.478, 1.271, -0.489], [-0.135, -0.653, 1.704], [-1.518, -0.943, 0.558], [0.196, -1.787, -1.252], [-1.153, 1.593, 0.754], [1.341, -1.457, -0.056], [0.425, 2.359, -0.965]]}

---

(d)
{"formula": "C3H6N2", "method": "ωB97M-V with the def2-TZVPD basis set", "spin_multiplicity": 1, "smiles": "C=NN1CC1", "orbital_gap_ev": 10.113, "elements": ["N", "N", "C", "C", "C", "H", "H", "H", "H", "H", "H"], "xyz": [[-0.215, -0.215, -0.463], [0.922, -0.666, 0.123], [1.815, 0.290, -0.015], [-1.472, -0.523, 0.091], [-0.998, 0.895, 0.088], [1.416, 1.181, -0.182], [-1.485, -0.660, 1.204], [2.818, -0.186, 0.348], [-1.093, 1.769, -0.484], [-2.092, -0.946, -0.560], [-0.592, 1.041, 1.074]]}

---

Most stable structure, least stable structure: (c), (d).

---

(a)
{"formula": "C3H5F2N", "method": "ωB97M-V with the def2-TZVPD basis set", "spin_multiplicity": 1, "orbital_gap_ev": 9.884, "elements": ["F", "F", "N", "C", "C", "C", "H", "H", "H", "H", "H"], "xyz": [[1.941, 0.475, -0.675], [0.556, -0.881, -1.513], [0.020, 1.357, -1.627], [0.652, 0.355, -0.872], [-0.174, -0.154, 1.145], [-0.662, -1.348, 1.342], [0.376, 2.270, -1.216], [-0.819, -1.561, 2.449], [-0.589, 0.637, 1.768], [-0.349, -2.275, 0.882], [-0.950, 1.126, -1.683]]}

---

(b)
{"formula": "C3H5F2N", "method": "ωB97M-V with the def2-TZVPD basis set", "spin_multiplicity": 1, "smiles": "FC(F)[C@H]1CN1", "orbital_gap_ev": 11.102, "elements": ["F", "F", "N", "C", "C", "C", "H", "H", "H", "H", "H"], "xyz": [[-1.381, -0.149, 0.394], [-0.880, 0.102, -1.732], [1.077, -0.224, 1.387], [0.898, -0.235, -0.054], [-0.505, -0.565, -0.542], [1.140, 1.032, 0.687], [1.727, -0.636, -0.718], [-0.757, -1.614, -0.780], [0.323, 1.779, 0.879], [2.146, 1.453, 0.625], [0.167, -0.388, 1.781]]}

---

Most stable structure, least stable structure: (b), (a).

---

(a)
{"formula": "C6H12N2O", "method": "ωB97M-V with the def2-TZVPD basis set", "spin_multiplicity": 1, "smiles": "[H]/N=C(/N)[C@]1(C)CO1.C=C", "orbital_gap_ev": 10.058, "elements": ["O", "N", "N", "C", "C", "C", "C", "C", "C", "H", "H", "H", "H", "H", "H", "H", "H", "H", "H", "H", "H"], "xyz": [[0.169, 2.346, 0.064], [1.166, -0.796, -1.547], [0.877, 1.280, -2.452], [-0.919, 1.456, 0.147], [0.936, 0.549, -1.417], [1.215, 0.370, 1.145], [0.583, 1.014, -0.024], [-1.045, -1.735, 1.339], [-1.709, -1.278, 0.259], [-1.581, 1.486, -0.711], [0.592, 2.232, -2.238], [-1.385, 1.460, 1.126], [-2.637, -0.733, 0.353], [1.187, 1.025, 2.013], [1.489, -1.079, -2.458], [0.533, -0.585, 1.379], [2.240, 0.058, 0.964], [-1.518, -1.718, 2.310], [1.509, -1.311, -0.755], [-0.352, -2.560, 1.243], [-1.352, -1.483, -0.740]]}

---

(b)
{"formula": "C6H12N2O", "method": "ωB97M-V with the def2-TZVPD basis set", "spin_multiplicity": 1, "smiles": "[H]/N=C(/N)O.CC#CCC", "orbital_gap_ev": 9.846, "elements": ["O", "N", "N", "C", "C", "C", "C", "C", "C", "H", "H", "H", "H", "H", "H", "H", "H", "H", "H", "H", "H"], "xyz": [[-0.555, 1.649, 0.672], [-2.148, 0.015, 1.381], [-2.411, 1.195, -0.565], [0.847, -0.328, -0.605], [-1.645, 0.770, 0.491], [2.077, 0.447, -0.504], [-0.165, -0.980, -0.728], [-1.141, -2.023, -1.002], [2.765, 0.250, 0.849], [-1.547, -0.165, 2.176], [-0.686, -3.012, -0.949], [-0.222, 1.574, 1.575], [2.750, 0.135, -1.309], [-1.582, -1.881, -1.989], [-1.907, 1.633, -1.315], [-3.141, 0.559, -0.836], [-1.931, -1.952, -0.252], [2.090, 0.511, 1.663], [1.839, 1.503, -0.655], [3.067, -0.788, 0.983], [3.646, 0.888, 0.918]]}

---

Most stable structure, least stable structure: (b), (a).

---

(a)
{"formula": "C6H12N2O", "method": "ωB97M-V with the def2-TZVPD basis set", "spin_multiplicity": 1, "orbital_gap_ev": [8.856, 8.856], "elements": ["O", "N", "N", "C", "C", "C", "C", "C", "C", "H", "H", "H", "H", "H", "H", "H", "H", "H", "H", "H", "H"], "xyz": [[0.525, -0.400, 1.611], [2.393, 0.822, 1.153], [1.751, 0.733, 0.120], [-1.192, 1.229, -0.256], [0.679, -0.117, 0.329], [-0.564, -0.102, -0.532], [-1.348, -1.366, -0.209], [1.610, 0.256, 2.255], [-0.017, -0.181, -2.001], [-2.436, -0.951, -0.194], [-2.126, 1.186, 0.459], [0.233, -1.106, -2.341], [1.177, 1.232, 2.855], [-1.646, 1.746, -1.206], [-0.547, 2.059, 0.127], [1.618, -1.332, -0.431], [-1.193, -2.149, -0.857], [-0.869, 0.063, -2.685], [0.814, 0.488, -1.925], [-1.215, -1.788, 0.829], [2.351, -0.321, 2.900]]}

---

(b)
{"formula": "C6H12N2O", "method": "ωB97M-V with the def2-TZVPD basis set", "spin_multiplicity": 1, "smiles": "C/C(O)=C(\\N)C1(N)CC1", "orbital_gap_ev": 8.045, "elements": ["O", "N", "N", "C", "C", "C", "C", "C", "C", "H", "H", "H", "H", "H", "H", "H", "H", "H", "H", "H", "H"], "xyz": [[-1.921, -0.943, 0.004], [0.310, 1.985, -0.042], [2.241, 0.279, -0.387], [-0.102, 0.628, 0.057], [1.020, -0.339, -0.055], [0.801, -1.938, -0.646], [-1.415, 0.320, 0.107], [1.125, -1.577, 0.777], [-2.502, 1.352, 0.178], [-1.183, -1.579, -0.132], [2.108, -1.822, 1.174], [-2.574, 1.904, -0.761], [1.632, -2.209, -1.284], [-0.400, 2.663, 0.183], [-0.045, -2.572, -0.880], [-3.452, 0.857, 0.367], [3.023, -0.358, -0.422], [-2.330, 2.065, 0.986], [2.183, 0.849, -1.223], [0.335, -1.729, 1.502], [1.148, 2.163, 0.497]]}

---

(c)
{"formula": "C6H12N2O", "method": "ωB97M-V with the def2-TZVPD basis set", "spin_multiplicity": 1, "smiles": "Cc1c[nH]cn1.CCO", "orbital_gap_ev": 9.432, "elements": ["O", "N", "N", "C", "C", "C", "C", "C", "C", "H", "H", "H", "H", "H", "H", "H", "H", "H", "H", "H", "H"], "xyz": [[-1.521, -1.928, -1.506], [1.957, 1.481, 1.311], [0.776, 0.176, -0.207], [0.451, -0.247, 1.134], [1.195, 0.538, 1.965], [1.577, 1.394, -0.029], [1.185, 0.436, 3.470], [-2.840, -0.151, -2.604], [-1.518, -1.019, -2.591], [-0.661, -0.348, -2.528], [-1.580, -1.563, -0.653], [-3.618, -0.535, -1.972], [-3.335, -0.156, -3.583], [-1.557, -1.797, -3.522], [1.685, 1.345, 4.032], [0.649, -0.347, -1.116], [2.040, 1.911, -0.896], [-2.532, 0.886, -2.483], [1.591, -0.567, 3.894], [-0.172, -1.124, 1.181], [0.227, 0.425, 3.879]]}

---

Most stable structure, least stable structure: (b), (a).